Record 1
{"formula": "C12H21Cl3N4O11P3S", "method": "ωB97M-V/def2-TZVPD", "elements": ["Cl", "Cl", "Cl", "S", "P", "P", "P", "O", "O", "O", "O", "O", "O", "O", "O", "O", "O", "O", "N", "N", "N", "N", "C", "C", "C", "C", "C", "C", "C", "C", "C", "C", "C", "C", "H", "H", "H", "H", "H", "H", "H", "H", "H", "H", "H", "H", "H", "H", "H", "H", "H", "H", "H", "H", "H"], "positions_angstrom": [[4.700, -3.103, -0.811], [2.086, -1.828, -0.861], [2.299, -4.722, -1.020], [-1.009, 1.266, -4.836], [-2.519, 0.148, 3.591], [1.499, 2.730, -1.849], [1.199, 2.260, 3.843], [0.218, -0.261, -2.856], [1.161, 3.928, 3.937], [-2.219, 1.803, -4.223], [-1.814, -0.015, -1.934], [-3.226, -1.167, 3.732], [0.139, 3.267, -2.722], [-1.294, 0.961, -6.249], [-3.181, 0.877, 2.252], [2.671, 1.636, 4.343], [-2.831, 1.063, 4.926], [-1.662, -4.095, 1.576], [-1.178, -4.913, -0.533], [2.414, 1.625, -2.829], [0.735, 1.669, 2.205], [2.096, 3.360, 1.191], [-0.678, -0.182, 3.416], [-0.622, 0.101, -1.826], [-0.117, 0.648, -0.445], [-0.704, -2.459, -0.003], [1.210, 2.280, 1.028], [-0.549, 0.015, 0.848], [-1.475, -1.245, 0.704], [-1.240, -3.852, 0.471], [-0.470, -0.351, -4.120], [3.057, -3.190, -1.452], [-0.127, 0.551, 2.154], [0.806, 1.821, -0.319], [-1.315, -1.098, -4.126], [0.428, -2.350, 0.103], [-2.415, -0.965, 0.148], [-0.954, -2.378, -1.096], [-2.041, -4.941, -1.077], [-0.599, -1.287, 3.196], [2.229, 1.777, -3.821], [-3.803, 1.150, 5.008], [-3.725, 0.232, 1.758], [3.108, -3.126, -2.534], [-1.825, -1.655, 1.691], [3.408, 1.652, -2.606], [3.445, 2.151, 4.031], [0.284, -0.763, -4.853], [2.529, 3.651, 0.309], [-0.097, -0.012, 4.353], [0.514, 4.323, 3.317], [0.062, 2.150, -4.857], [-0.501, 3.527, -2.029], [2.869, 3.136, 1.824], [-0.978, -5.800, -0.071]], "nbo_charge": [0.037, 0.005, 0.047, 1.898, 2.284, 1.190, 1.476, -0.501, -0.949, -0.884, -0.511, -1.089, -0.956, -0.924, -0.996, -0.928, -0.956, -0.530, -0.906, -1.152, -0.653, -0.800, -0.842, 0.759, 0.010, -0.539, 0.462, 0.093, -0.510, 0.705, -0.334, -0.275, 0.273, -0.443, 0.269, 0.255, 0.257, 0.224, 0.394, 0.316, 0.402, 0.527, 0.534, 0.235, 0.275, 0.417, 0.496, 0.252, 0.424, 0.310, 0.522, 0.038, 0.514, 0.385, 0.394], "charge": 1, "total_energy_ev": -117528.7283}


Record 2
{"formula": "C9H17NO2P", "method": "ωB97M-V/def2-TZVPD", "elements": ["P", "O", "O", "N", "C", "C", "C", "C", "C", "C", "C", "C", "C", "H", "H", "H", "H", "H", "H", "H", "H", "H", "H", "H", "H", "H", "H", "H", "H", "H"], "positions_angstrom": [[-2.051, -0.889, 0.481], [2.108, -1.597, -0.107], [-6.132, -0.612, 0.433], [3.024, 0.479, 0.360], [-2.253, 0.914, 0.110], [3.111, -0.829, 0.182], [1.554, 2.331, 0.985], [4.402, -1.541, 0.360], [0.835, -1.260, -0.058], [1.425, 1.197, -1.251], [-0.359, -1.067, -0.020], [1.952, 1.327, -0.041], [-2.881, -1.597, -1.007], [2.402, 2.952, 1.270], [-1.913, 1.160, -0.894], [1.184, 1.832, 1.880], [-3.314, 1.144, 0.197], [0.628, 1.837, -1.577], [3.823, 0.953, 0.769], [-2.719, -2.671, -1.051], [-1.710, 1.513, 0.837], [-6.691, 0.132, 0.668], [4.389, -2.103, 1.296], [1.789, 0.485, -1.972], [-3.945, -1.408, -0.906], [-2.521, -1.134, -1.925], [4.531, -2.269, -0.440], [-6.689, -1.395, 0.459], [5.245, -0.859, 0.370], [0.773, 2.975, 0.594]], "nbo_charge": [0.852, -0.393, -0.954, -0.516, -0.916, 0.715, -0.653, -0.695, 0.216, -0.335, -0.328, 0.126, -0.920, 0.231, 0.219, 0.236, 0.254, 0.235, 0.438, 0.244, 0.229, 0.478, 0.278, 0.213, 0.262, 0.225, 0.281, 0.479, 0.250, 0.249], "charge": 1, "total_energy_ev": -24473.1771}


Record 3
{"formula": "CHO5S", "method": "ωB97M-V/def2-TZVPD", "elements": ["S", "O", "O", "O", "O", "O", "C", "H"], "positions_angstrom": [[-0.312, -1.017, 0.911], [-0.012, -2.401, 1.264], [-1.788, 1.330, -1.339], [1.237, -0.177, 1.136], [0.377, 1.610, -0.798], [-0.515, -0.789, -0.566], [-0.670, 1.150, -1.041], [1.683, 0.293, 0.433]], "nbo_charge": [1.694, -0.989, -0.599, -1.015, -0.616, -1.008, 1.048, 0.485], "charge": -1, "total_energy_ev": -22127.8412}


Record 4
{"formula": "C28H72F12MgN2O20S4", "method": "ωB97M-V/def2-TZVPD", "elements": ["S", "S", "S", "S", "Mg", "F", "F", "F", "F", "F", "F", "F", "F", "F", "F", "F", "F", "O", "O", "O", "O", "O", "O", "O", "O", "O", "O", "O", "O", "O", "O", "O", "O", "O", "O", "O", "O", "N", "N", "C", "C", "C", "C", "C", "C", "C", "C", "C", "C", "C", "C", "C", "C", "C", "C", "C", "C", "C", "C", "C", "C", "C", "C", "C", "C", "C", "C", "H", "H", "H", "H", "H", "H", "H", "H", "H", "H", "H", "H", "H", "H", "H", "H", "H", "H", "H", "H", "H", "H", "H", "H", "H", "H", "H", "H", "H", "H", "H", "H", "H", "H", "H", "H", "H", "H", "H", "H", "H", "H", "H", "H", "H", "H", "H", "H", "H", "H", "H", "H", "H", "H", "H", "H", "H", "H", "H", "H", "H", "H", "H", "H", "H", "H", "H", "H", "H", "H", "H", "H"], "positions_angstrom": [[1.475, 0.800, 1.322], [-6.264, 0.406, -5.817], [-1.065, 0.749, 0.245], [-5.148, -0.056, -3.496], [-0.770, 2.155, 3.023], [-2.646, -1.301, 0.553], [-3.712, -0.068, -6.526], [-2.839, 1.245, -3.347], [3.628, 1.849, 0.458], [-4.684, 1.560, -7.575], [2.045, 3.343, 0.729], [-4.183, 1.614, -1.713], [-3.153, -0.288, -1.840], [1.974, 1.953, -0.935], [-0.833, -1.405, 1.773], [-5.206, -0.495, -8.033], [-0.738, -1.784, -0.372], [-6.904, 4.156, 0.615], [2.276, -5.266, -3.880], [-6.110, -0.369, -2.474], [2.147, 0.843, 2.595], [-0.712, -6.650, 1.726], [5.939, 4.968, 3.575], [-6.764, -0.927, -5.701], [-0.435, 0.862, -0.997], [6.561, -1.317, -1.286], [5.201, 0.708, -5.249], [-7.161, 1.365, -6.369], [-2.330, 1.360, 0.479], [-4.520, -1.178, -4.135], [5.378, 1.311, 6.086], [-1.388, 0.281, 6.402], [-0.628, 5.186, -3.122], [2.842, -0.767, -4.839], [-1.990, 0.955, 3.973], [-5.237, -5.039, 0.641], [1.606, -0.365, 0.543], [-5.622, 1.124, -4.465], [-0.126, 1.310, 1.472], [5.678, 4.190, 1.254], [-5.160, -3.729, 0.053], [-0.743, 3.954, -2.393], [5.270, 1.601, -2.972], [3.436, 0.086, 5.528], [-1.875, -6.008, 1.180], [-5.687, 2.056, 0.878], [1.404, -4.414, -3.131], [0.538, -0.381, -4.337], [-1.338, -1.085, 0.568], [4.469, 1.040, 5.009], [2.261, -3.692, -2.091], [-4.385, 1.003, 4.489], [-1.518, -4.698, 0.518], [-3.324, 0.491, 3.544], [5.806, -0.953, -0.109], [5.060, 4.324, 2.644], [-3.739, 0.655, -2.559], [1.980, -0.027, -3.980], [5.900, 0.657, -3.975], [6.312, -1.698, 1.114], [-0.156, -0.444, 6.536], [-6.563, 3.127, 1.524], [0.146, -1.184, 5.246], [-0.700, 4.288, -0.916], [-4.860, 0.346, -7.054], [-4.824, -3.781, -1.415], [2.335, 2.106, 0.318], [0.660, 0.275, 6.676], [0.084, 3.308, -2.714], [0.342, -0.500, 4.421], [4.473, 1.109, -2.409], [-2.428, -6.674, 0.518], [-7.462, 2.611, 1.885], [6.924, 0.965, -4.205], [7.362, -1.485, 1.307], [4.768, -1.156, -0.356], [4.907, 2.506, -3.453], [-4.586, -2.788, -1.799], [-4.480, -3.037, 0.567], [-3.493, 0.908, 2.548], [2.403, -4.383, -1.254], [1.013, -1.819, 5.423], [3.274, -3.411, -2.386], [4.138, 4.912, 2.524], [0.820, -3.752, -3.766], [6.187, 5.071, 0.878], [-0.650, 4.961, -4.057], [5.997, 1.861, -2.195], [-3.326, -0.587, 3.389], [-5.488, 1.250, 1.591], [-6.148, -3.258, 0.152], [5.998, 1.971, 5.761], [-0.111, -1.106, 7.399], [0.000, 3.695, -0.340], [-5.647, -4.139, -2.030], [2.682, -0.154, 4.780], [5.729, -1.443, 2.003], [-7.536, 3.795, -0.015], [2.769, -4.714, -4.495], [0.403, -0.148, -5.394], [-0.836, -4.152, 1.169], [-4.425, 2.093, 4.462], [5.954, 0.131, 0.001], [7.502, -1.307, -1.090], [-2.412, -4.092, 0.351], [-0.591, 5.360, -0.758], [-4.735, 2.489, 0.549], [-0.328, -7.180, 1.022], [2.936, 0.409, 6.442], [4.000, 1.987, 4.715], [-1.872, 0.685, 4.926], [0.778, -5.089, -2.551], [6.375, 3.345, 1.241], [3.874, -0.887, 5.777], [2.212, -0.195, -2.923], [-0.269, 0.118, -3.800], [-3.931, -4.380, -1.621], [-1.696, 4.080, -0.498], [5.941, 5.906, 3.363], [6.151, -2.763, 0.935], [-5.366, 0.618, 4.213], [1.815, -2.788, -1.657], [-6.064, 1.670, -0.071], [-4.203, 0.702, 5.524], [-2.523, -5.789, 2.033], [5.863, 0.868, -5.924], [5.042, 0.645, 4.166], [0.404, -1.454, -4.174], [-1.667, 0.587, 7.270], [-6.031, 3.591, 2.354], [4.793, 3.368, 3.085], [5.922, -0.370, -3.615], [2.108, 1.037, -4.226], [-1.061, -4.867, -0.458], [-1.651, 3.423, -2.687], [-5.006, -4.939, 1.568], [3.557, -0.169, -5.100], [-0.657, -1.873, 4.973], [4.897, 3.879, 0.558]], "mulliken_charge": [0.211, 1.002, -0.840, 1.161, 1.143, -0.058, -0.202, -0.213, -0.029, -0.242, -0.275, -0.196, -0.028, -0.043, -0.102, -0.243, -0.005, -0.544, -0.574, -0.671, -0.483, -0.565, -0.561, -0.581, 0.369, -0.482, -0.595, -0.669, -0.417, -0.641, -0.580, -0.479, -0.635, -0.574, -0.019, -0.572, -0.431, -0.493, 0.435, -0.750, 0.276, 0.473, -0.544, -0.880, -0.578, -0.249, -0.251, -0.706, 0.237, 0.370, -0.470, -1.365, 0.089, 0.810, 0.539, 0.193, 0.254, 0.454, -0.298, -1.287, -0.319, -0.592, -0.905, -0.319, 0.683, -0.861, 0.373, 0.270, -0.058, -0.129, -0.193, 0.322, 0.301, 0.446, 0.429, 0.024, 0.400, 0.067, -0.279, -0.360, 0.381, 0.583, 0.393, 0.229, 0.256, 0.412, 0.332, 0.329, 0.168, 0.079, 0.422, 0.306, 0.392, -0.262, 0.378, 0.022, 0.243, 0.340, 0.325, 0.411, 0.240, 0.311, -0.053, 0.275, -0.207, 0.522, 0.028, 0.331, 0.328, -0.083, 0.375, 0.075, 0.232, 0.395, -0.192, 0.071, 0.286, 0.041, 0.330, 0.351, 0.417, -0.173, 0.391, 0.447, 0.240, 0.272, 0.184, -0.164, 0.266, 0.252, -0.138, 0.146, 0.439, 0.068, -0.023, 0.304, 0.323, 0.411, 0.045], "total_energy_ev": -155522.3684}